Entry 1:
{"formula": "C30H47Cl2GaN4O7SSi", "method": "the ωB97M-V functional and the def2-TZVPD basis", "total_charge": 0, "energy_ha": -5450.063876, "de_lowest_kj_mol": 0.0, "homo_lumo_gap_ev": 8.7, "homo_energy_ha": -0.3020, "elements": ["C", "C", "H", "H", "H", "C", "C", "H", "H", "H", "H", "Ga", "Cl", "C", "O", "N", "C", "C", "H", "H", "H", "H", "H", "H", "H", "H", "H", "C", "C", "N", "H", "C", "O", "H", "H", "H", "H", "H", "H", "C", "C", "N", "H", "C", "O", "H", "H", "H", "H", "O", "C", "C", "C", "H", "C", "H", "C", "H", "C", "C", "H", "H", "H", "Si", "Cl", "C", "C", "C", "H", "H", "H", "H", "H", "H", "H", "H", "H", "O", "S", "O", "N", "C", "O", "C", "C", "C", "C", "C", "C", "H", "H", "H", "H"], "xyz": [[4.3477, 0.2415, -0.1309], [3.6753, 0.4998, 1.1797], [5.1540, 0.9644, -0.3018], [3.6292, 0.3281, -0.9625], [4.8001, -0.7671, -0.1526], [4.2544, 1.1240, 2.2225], [5.6168, 1.7429, 2.2115], [3.7193, 1.1935, 3.1740], [6.0278, 1.8519, 1.1965], [6.3362, 1.1666, 2.8168], [5.5629, 2.7452, 2.6655], [-0.1969, 0.6953, -0.6688], [0.6708, -0.4538, -2.3646], [-1.4048, 0.0222, 1.9940], [-1.3234, 0.9153, 1.0994], [-2.3536, -0.1000, 2.9122], [-3.4359, 0.8601, 3.0134], [-2.3765, -1.1891, 3.8877], [-0.6293, -0.7382, 2.0621], [-3.3237, 1.5731, 2.1896], [-3.3816, 1.3804, 3.9865], [-4.3972, 0.3236, 2.9378], [-1.6020, -1.9223, 3.6543], [-3.3538, -1.6891, 3.8781], [-2.1854, -0.8130, 4.9034], [-5.4427, -0.1586, -1.5359], [-4.4424, -2.1475, -3.1757], [-4.7912, 0.5125, -2.1122], [-3.9751, -1.2767, -3.6554], [-3.6817, -0.2521, -2.6614], [-4.3794, 1.3048, -1.4781], [-2.4421, -0.0617, -2.2461], [-2.0939, 0.8847, -1.4709], [-3.0418, -1.5859, -4.1430], [-1.6961, -0.7611, -2.6534], [-5.3673, 0.9372, -2.9415], [-4.6564, -0.8672, -4.4094], [2.8565, 2.9982, -0.1963], [2.2292, 3.7420, 2.5335], [2.1446, 3.8250, -0.3476], [1.5281, 4.3971, 1.9980], [1.1410, 3.8282, 0.7150], [1.6575, 3.7098, -1.3230], [-0.0512, 3.2743, 0.5111], [-0.3476, 2.6856, -0.5719], [0.6231, 4.5390, 2.5964], [-0.7621, 3.3575, 1.3545], [2.6958, 4.7697, -0.2924], [2.0266, 5.3546, 1.8229], [1.5037, 0.9005, 0.3878], [2.2124, 0.0607, 1.2151], [1.1197, 0.9784, 3.3883], [1.6485, -0.0801, 2.6343], [0.9758, 1.9625, 2.9160], [0.7409, 0.7706, 4.7284], [2.2390, -0.9455, 0.7910], [1.6611, -1.3766, 3.1638], [0.3808, 1.6237, 5.3312], [0.8405, -0.5137, 5.2744], [1.2946, -1.5904, 4.4960], [1.9659, -2.1978, 2.4986], [0.5818, -0.6728, 6.3222], [1.3894, -2.6009, 4.9156], [1.5171, 1.2644, -4.7892], [2.6555, 1.7986, -3.0246], [0.5940, 2.8389, -5.0985], [0.6188, -0.3432, -5.2113], [2.5640, 1.1938, -6.4033], [0.2591, 3.3403, -4.1863], [-0.2408, 2.6589, -5.7855], [1.2644, 3.5323, -5.6247], [3.1036, 2.1204, -6.5913], [1.8419, 1.0268, -7.2132], [3.3191, 0.4042, -6.4194], [-0.2395, -0.6348, -4.5812], [1.3195, -1.1888, -5.1704], [0.2512, -0.3135, -6.2600], [-4.5539, -2.7180, -0.8742], [-3.6543, -2.6256, 0.2569], [-4.2496, -2.3875, 1.5470], [-2.3853, -1.6183, -0.0344], [-1.1813, -2.2086, 0.0378], [-0.0896, -1.5522, 0.1273], [-1.2859, -3.6727, 0.0852], [-0.2485, -4.6034, 0.0967], [-0.5868, -5.9392, 0.3224], [-1.9288, -6.3194, 0.5395], [-2.9612, -5.3617, 0.5222], [-2.6050, -4.0412, 0.3018], [0.7731, -4.2554, -0.0693], [0.1981, -6.6981, 0.3306], [-2.1743, -7.3701, 0.7193], [-4.0107, -5.6100, 0.6669]], "forces_ev_per_angstrom": [[0.150, 0.133, -0.401], [-0.081, 0.625, 1.085], [-0.131, -0.233, -0.132], [0.246, -0.138, 0.362], [-0.232, 0.326, 0.004], [-0.249, -0.391, -0.547], [0.350, 0.203, 0.117], [0.030, 0.031, -0.336], [-0.097, -0.051, 0.433], [-0.166, 0.142, -0.198], [0.104, -0.216, -0.125], [0.871, -0.487, 2.240], [-0.229, 0.058, 0.660], [0.196, -0.013, -0.421], [-0.482, -0.746, 1.097], [-0.045, 0.388, -0.031], [-0.166, 0.040, -0.062], [0.149, -0.021, 0.068], [-0.188, -0.026, -0.064], [-0.185, -0.129, 0.255], [-0.057, -0.147, -0.377], [0.332, 0.283, -0.020], [-0.070, 0.119, -0.067], [0.237, 0.189, -0.211], [-0.017, 0.054, -0.287], [0.193, 0.172, -0.058], [0.101, 0.251, -0.118], [-0.007, -0.043, -0.011], [-0.009, -0.291, 0.132], [0.374, 0.209, 0.027], [-0.233, -0.234, -0.154], [-0.084, 0.596, 0.251], [0.468, -1.235, -0.743], [-0.282, 0.071, 0.120], [-0.282, 0.296, 0.122], [0.070, 0.050, 0.181], [0.172, -0.028, 0.102], [-0.375, 0.143, -0.037], [-0.176, 0.030, -0.226], [0.319, -0.177, 0.039], [-0.162, -0.028, -0.093], [-0.697, -0.077, -0.356], [0.183, 0.042, 0.423], [1.063, -0.217, -0.380], [0.220, 0.581, 0.585], [0.246, 0.053, 0.037], [0.199, -0.113, -0.433], [-0.171, -0.075, -0.093], [-0.190, -0.046, 0.100], [-1.519, 0.936, -0.835], [0.020, -0.359, 0.002], [0.071, -0.104, 0.179], [0.004, -0.214, -0.385], [0.268, -0.577, 0.261], [0.020, 0.018, -0.520], [-0.235, -0.417, 0.017], [0.069, 0.314, 0.402], [0.157, -0.634, -0.340], [0.221, -0.053, 0.061], [-0.028, 0.053, -0.145], [-0.034, 0.336, 0.503], [0.031, 0.000, -0.266], [-0.215, 0.508, -0.076], [0.957, 0.169, -1.550], [-0.162, -0.360, -1.356], [-0.480, 0.414, 0.074], [-1.040, -0.661, 0.205], [0.549, 0.223, 0.825], [-0.223, -0.103, -0.168], [-0.081, 0.060, 0.239], [0.003, -0.201, 0.231], [-0.028, 0.155, -0.064], [0.201, 0.050, 0.164], [-0.181, -0.142, -0.040], [0.446, 0.275, -0.448], [-0.023, 0.233, 0.087], [0.386, 0.349, 0.472], [0.189, 0.221, 0.332], [1.577, 0.160, -0.769], [0.041, 0.117, -0.069], [-0.585, 0.255, 0.338], [0.271, 1.800, 0.084], [-1.778, -1.006, -0.501], [0.349, -0.730, 0.631], [-0.446, 0.102, -0.005], [-0.355, -0.116, 0.003], [0.022, 0.330, -0.102], [0.471, -0.145, -0.067], [0.051, -1.359, 0.051], [-0.287, -0.222, 0.098], [-0.286, 0.190, 0.022], [0.133, 0.387, -0.080], [0.269, -0.172, 0.047]], "mulliken_charge": [-1.23, 0.11, 0.42, -0.07, 0.25, 0.13, -1.50, 0.43, 0.33, 0.29, 0.33, 1.17, -0.49, -0.10, -1.16, 0.94, -1.03, -1.06, 0.75, 0.26, 0.28, 0.26, 0.21, 0.37, 0.34, 0.29, 0.26, -0.94, -0.82, 0.41, 0.23, 0.39, -0.88, 0.24, 0.01, 0.35, 0.32, 0.08, 0.26, -0.75, -0.88, 0.38, 0.15, 0.08, -0.30, 0.32, 0.30, 0.48, 0.33, 0.13, 0.33, 1.15, -0.48, -0.05, -0.87, 0.16, 0.14, 0.40, -0.57, -0.92, 0.37, 0.42, 0.36, 0.94, -0.25, -1.09, -0.86, -1.21, 0.23, 0.36, 0.33, 0.34, 0.30, 0.31, 0.06, 0.33, 0.38, -0.74, 1.00, -0.70, -0.15, 0.88, -0.90, -0.25, -0.39, -0.58, -0.52, -0.75, -0.02, 0.57, 0.41, 0.38, 0.48]}

---

Entry 2:
{"formula": "CH9N5O2", "method": "the ωB97M-V functional and the def2-TZVPD basis", "total_charge": 0, "smiles": "NO[C@@](N)(O)N(N)N", "energy_ha": -467.640157, "de_lowest_kj_mol": 64.8, "homo_lumo_gap_ev": 9.8, "homo_energy_ha": -0.3232, "elements": ["N", "O", "C", "N", "O", "N", "N", "N", "H", "H", "H", "H", "H", "H", "H", "H", "H"], "xyz": [[2.1212, -0.8577, 0.0844], [0.7454, -1.2317, -0.1822], [-0.1946, -0.4589, 0.4928], [-1.4108, -1.2000, 0.5102], [0.2462, -0.2011, 1.7909], [-0.3564, 0.9308, -0.0777], [0.6716, 1.3669, -0.9508], [-1.6279, 1.1435, -0.6587], [2.6205, -1.7213, -0.1276], [2.1721, -0.7244, 1.0970], [-2.1761, -0.6125, 0.1918], [-1.3313, -2.0204, -0.0751], [-0.4923, 0.3588, 2.1402], [0.9663, 0.6144, -1.5800], [1.4794, 1.6078, -0.3843], [-1.8029, 2.1438, -0.6286], [-1.6305, 0.8620, -1.6424]], "forces_ev_per_angstrom": [[0.026, 0.083, 0.112], [0.238, -0.216, 0.077], [-0.227, 0.846, -0.167], [-0.141, -0.084, -0.287], [-0.467, 0.238, 0.825], [-0.380, 0.060, -0.616], [0.085, -0.043, 0.028], [-0.106, 0.050, -0.136], [-0.233, 0.087, 0.107], [-0.050, -0.169, -0.108], [0.114, -0.099, -0.032], [0.001, -0.044, 0.058], [1.180, -0.615, -0.116], [-0.071, 0.069, 0.274], [-0.122, -0.069, -0.102], [0.085, -0.199, -0.014], [0.068, 0.106, 0.097]], "nbo_charge": [-0.53, -0.43, 0.72, -0.87, -0.73, -0.20, -0.67, -0.68, 0.35, 0.36, 0.40, 0.38, 0.49, 0.34, 0.37, 0.37, 0.33]}